Entry from OMol25: an isolated molecule of C4H7N3S (ωB97M-V/def2-TZVPD).

The geometry in XYZ format:
```
15
Properties=species:S:1:pos:R:3:forces:R:3:nbo_charge:R:1
C -1.961 -0.424 0.772 -0.71 -0.22 -0.20 -0.62
C -1.420 0.163 -0.531 -0.21 0.63 -0.04 -0.26
C 0.829 0.696 -0.102 -0.35 -0.05 -0.07 0.32
C 1.851 1.700 0.152 0.95 0.82 0.24 0.23
H -2.831 -1.080 0.559 0.52 0.31 0.13 0.22
H -2.305 0.368 1.450 0.19 -0.16 -0.24 0.22
H -1.205 -1.014 1.288 0.02 -0.02 0.07 0.20
H -2.203 0.709 -1.072 0.04 -0.07 0.32 0.21
H -1.105 -0.601 -1.238 0.18 -0.44 -0.04 0.17
H 0.592 -1.347 -0.269 -0.03 0.17 -0.01 0.41
H 3.327 -1.067 -1.091 0.18 0.00 -0.35 0.10
N -0.354 1.124 -0.270 0.24 -0.21 0.03 -0.40
N 1.277 -0.618 -0.151 0.16 -0.07 0.10 -0.77
N 2.642 2.520 0.347 -0.80 -0.82 -0.20 -0.26
S 2.865 -1.130 0.156 -0.37 0.13 0.27 0.23
```
Forces are in eV/Å.

Results
net charge: 0
DFT total energy: -719.027177 Eh
energy relative to the best compared isomer or geometry (same formula, charge and spin): 2.052 eV
F_max: 1.28 eV Å⁻¹
E_LUMO: 0.377 eV
gap between HOMO and LUMO: 10.22 eV
SMILES string: CC/N=C(/C#N)NS

=====

Entry from OMol25: a cluster of 2 separate species, C5H13N3 in total (ωB97M-V/def2-TZVPD).

The geometry in XYZ format:
```
21
Properties=species:S:1:pos:R:3:forces:R:3:nbo_charge:R:1
C -0.325 0.691 -0.819 0.08 0.05 0.21 -0.21
C 1.689 -0.459 -0.664 -0.64 0.29 -0.06 -0.49
C 2.580 0.071 -1.760 0.02 0.00 -0.02 -0.64
N -0.931 0.663 0.385 0.02 0.09 0.35 -0.29
C -1.736 -0.443 0.794 0.04 -0.08 -0.16 0.35
N -0.523 1.534 1.456 -0.07 -0.21 -0.30 -0.67
N -2.318 -0.267 2.043 0.05 0.02 -0.04 -0.83
C -1.952 -1.504 0.000 0.05 0.22 0.16 -0.59
H 0.492 1.540 1.484 -0.05 0.00 -0.05 0.36
H -0.846 2.470 1.241 0.03 -0.05 -0.01 0.36
H -2.673 -1.114 2.457 0.04 0.03 -0.05 0.38
H -1.776 0.311 2.669 -0.04 -0.07 -0.05 0.40
H 0.217 1.615 -0.999 0.03 0.01 0.02 0.17
H 0.328 -0.250 -1.140 0.40 -0.36 -0.06 0.25
H 1.567 -1.542 -0.653 0.04 0.02 -0.01 0.21
H 1.920 -0.098 0.335 0.02 -0.01 -0.02 0.19
H -2.596 -2.303 0.340 0.00 0.04 0.03 0.20
H -1.568 -1.549 -1.004 0.04 0.04 0.00 0.22
H 2.690 1.156 -1.697 -0.01 -0.05 0.00 0.20
H 2.172 -0.159 -2.749 0.01 0.01 0.06 0.21
H 3.586 -0.363 -1.719 -0.08 0.02 0.01 0.22
```
Forces are in eV/Å.

Results
net charge: 0
DFT total energy: -362.398905 Eh
energy relative to the best compared isomer or geometry (same formula, charge and spin): 4.990 eV
F_max: 0.70 eV Å⁻¹
E_LUMO: 0.927 eV
gap between HOMO and LUMO: 8.18 eV

=====

Entry from OMol25: an isolated molecule of C3H7NOS2 (ωB97M-V/def2-TZVPD).

The geometry in XYZ format:
```
14
Properties=species:S:1:pos:R:3:forces:R:3:nbo_charge:R:1
C -1.907 1.182 1.356 -1.68 1.13 -1.56 -0.79
C -0.034 0.082 -0.230 2.35 -1.79 1.55 -0.09
C 2.177 -0.882 0.599 0.14 -1.21 1.89 -0.45
H -2.083 1.923 2.200 0.42 -0.88 -1.15 0.24
H -1.910 1.714 0.250 0.15 -1.03 3.06 0.27
H -2.849 0.497 1.289 2.03 0.74 0.35 0.24
H 3.118 -1.233 0.064 -1.27 0.79 0.74 0.25
H 1.762 -1.792 1.228 1.13 1.73 -0.77 0.21
H 2.321 0.046 1.277 0.08 -1.69 -1.09 0.24
H 0.910 -0.493 -2.285 1.08 -2.39 2.10 0.49
N 1.175 -0.583 -0.361 -2.45 1.06 -2.53 -0.15
O 1.341 -1.226 -1.611 -0.64 2.67 -1.26 -0.55
S -0.273 0.364 1.550 -1.69 0.76 -1.37 0.25
S -1.078 0.319 -1.485 0.34 0.12 0.04 -0.14
```
Forces are in eV/Å.

Results
net charge: 0
DFT total energy: -1044.773713 Eh
energy relative to the best compared isomer or geometry (same formula, charge and spin): 3.501 eV
F_max: 3.67 eV Å⁻¹
E_LUMO: 0.591 eV
gap between HOMO and LUMO: 9.36 eV
SMILES string: CSC(=S)N(C)O

=====

Entry from OMol25: a cluster of 12 separate species, C28H87N7O12 in total (ωB97M-V/def2-TZVPD).

The geometry in XYZ format:
```
134
Properties=species:S:1:pos:R:3:forces:R:3:mulliken_charge:R:1
C -6.269 -3.294 0.159 0.98 0.38 -0.95 -1.46
C -5.686 -4.572 0.730 0.37 -0.34 0.47 0.96
C -4.353 -4.356 1.467 -0.02 0.73 0.80 -1.14
O -3.279 -3.880 0.668 -0.52 0.13 -0.33 0.09
C -2.109 -3.723 1.435 0.32 0.58 0.25 -0.37
N -6.633 -5.066 1.719 -0.62 -0.16 0.38 -0.73
H -6.986 -3.530 -0.629 -0.24 0.09 0.19 0.46
H -5.462 -2.743 -0.338 -0.05 -0.06 -0.11 0.14
H -6.684 -2.595 0.882 -0.18 -0.38 0.29 0.39
H -5.559 -5.308 -0.073 0.27 0.17 -0.19 0.17
H -4.025 -5.213 2.068 -0.16 -0.48 -0.44 0.44
H -4.520 -3.595 2.237 -0.33 0.05 0.02 0.21
H -1.380 -3.094 0.918 -0.16 -0.29 -0.47 -0.70
H -1.653 -4.696 1.639 -0.01 0.06 0.30 0.39
H -2.304 -3.132 2.337 -0.11 -0.49 0.26 0.55
H -6.520 -6.032 2.008 0.42 0.03 -0.15 0.22
H -7.566 -5.021 1.326 -0.02 0.12 0.10 0.25
C 1.278 1.886 0.808 -1.18 1.02 -0.55 -0.59
C 1.692 1.027 1.974 0.71 -1.42 -1.36 0.81
C 2.271 -0.283 1.385 0.42 0.19 0.53 -1.38
O 1.258 -1.168 0.929 0.11 0.46 -0.19 0.56
C 1.763 -2.465 0.732 -1.26 -1.31 0.13 0.13
N 2.739 1.676 2.785 -0.93 -0.22 -0.02 -0.32
H 0.468 1.452 0.212 0.04 -0.30 0.15 -0.39
H 2.061 2.149 0.095 0.35 -0.16 0.32 0.40
H 0.852 2.834 1.160 0.13 0.05 0.05 0.39
H 0.800 0.753 2.540 0.23 0.18 0.49 0.31
H 2.896 -0.803 2.120 -0.18 0.04 0.29 0.54
H 2.961 -0.013 0.577 -0.12 -0.06 -0.22 -0.05
H 0.921 -3.129 0.502 -0.24 0.33 -0.06 -0.09
H 2.116 -2.886 1.677 0.67 0.20 -0.11 0.48
H 2.421 -2.626 -0.125 0.30 0.56 0.52 -0.46
H 2.232 2.470 3.168 0.60 0.21 0.35 0.11
H 3.397 2.066 2.118 -0.06 0.26 0.10 -0.12
C 4.139 -1.812 -1.664 -0.28 -0.26 0.21 -1.07
C 5.229 -2.056 -2.683 0.60 -0.39 0.15 0.16
C 4.720 -2.258 -4.104 0.30 -0.44 -2.30 -0.85
O 3.906 -3.410 -4.230 -0.31 0.19 1.13 -0.28
C 3.557 -3.798 -5.528 0.86 0.33 -0.60 -0.88
N 6.258 -1.020 -2.539 -0.32 0.86 -0.53 -0.68
H 3.671 -0.833 -1.793 -0.13 0.00 -0.06 0.23
H 4.514 -1.879 -0.642 0.34 0.24 -0.11 0.46
H 3.381 -2.597 -1.704 0.02 0.20 -0.50 0.13
H 5.723 -2.984 -2.388 -0.08 -0.17 -0.18 0.30
H 5.522 -2.412 -4.849 0.74 -0.11 0.68 0.44
H 4.255 -1.412 -4.638 -0.59 0.43 0.98 0.37
H 2.975 -4.708 -5.427 -0.18 0.08 -0.22 0.25
H 4.450 -3.986 -6.144 0.17 -0.39 0.27 0.38
H 3.066 -3.025 -6.131 -0.60 0.08 0.49 0.36
H 7.110 -1.171 -3.069 -0.09 -0.60 0.05 0.28
H 5.906 -0.158 -2.953 -0.12 0.07 0.27 0.25
C -1.285 6.163 -2.633 -0.40 0.08 -1.14 -1.61
C -1.262 4.666 -2.969 -0.28 0.29 1.84 0.85
C -0.715 4.294 -4.324 0.02 -0.27 -0.10 -0.73
O -1.431 4.966 -5.337 0.17 0.09 -0.09 -0.33
C -0.690 5.108 -6.528 0.00 -0.01 -0.11 -0.76
N -0.493 3.960 -1.940 0.96 -0.36 -0.44 -0.47
H -0.328 6.656 -2.468 0.18 -0.41 0.28 0.34
H -1.982 6.322 -1.811 0.26 0.13 0.21 0.40
H -1.716 6.671 -3.501 -0.13 0.04 0.10 0.37
H -2.311 4.371 -2.847 -0.13 -0.15 -0.77 0.16
H -0.793 3.207 -4.458 -0.16 -0.08 -0.03 0.24
H 0.361 4.504 -4.369 0.00 0.38 0.04 0.44
H 0.296 5.529 -6.314 0.06 0.06 -0.06 0.33
H -1.225 5.775 -7.201 -0.10 0.10 0.16 0.26
H -0.554 4.166 -7.069 0.01 -0.19 0.17 0.29
H -0.427 2.957 -2.095 -0.34 0.25 0.10 0.10
H -0.744 4.149 -0.983 -0.24 0.19 -0.08 0.24
C -2.187 -0.264 -0.174 0.78 -0.38 0.76 0.82
C -3.381 0.621 0.108 0.10 -0.03 -0.92 0.77
C -3.343 1.019 1.586 0.56 1.11 -0.29 -1.12
O -3.300 -0.072 2.462 0.31 -0.52 0.50 -0.01
C -4.441 -0.890 2.474 -1.78 0.88 -0.98 -0.66
N -3.321 1.805 -0.776 -0.32 0.19 0.77 -0.69
H -2.238 -1.235 0.324 -0.21 0.04 -0.09 -0.85
H -1.328 0.243 0.280 0.22 -0.12 -0.25 -0.79
H -1.977 -0.440 -1.229 -0.25 0.11 -0.09 0.68
H -4.276 0.053 -0.165 -0.24 0.18 0.29 0.13
H -4.022 1.823 1.903 -1.03 -0.67 -0.23 0.18
H -2.423 1.597 1.745 0.49 -0.61 -0.10 0.36
H -4.462 -1.627 3.271 0.52 0.17 0.14 0.40
H -4.661 -1.371 1.513 0.69 -0.32 0.04 -0.03
H -5.327 -0.242 2.561 -0.02 -0.06 0.52 0.40
H -2.928 2.586 -0.263 0.03 0.08 -0.15 0.27
H -2.707 1.633 -1.562 0.01 -0.03 -0.01 0.20
C -0.323 3.082 5.017 0.46 -0.55 0.02 -0.62
C 0.210 4.380 5.609 -0.46 0.30 0.15 0.41
C 1.675 4.294 6.036 -0.32 -0.26 -0.26 -0.63
O 1.858 3.284 7.012 0.14 0.18 -0.13 -0.30
C 3.170 3.365 7.541 -0.23 0.42 -0.22 -0.73
N 0.041 5.518 4.698 0.18 0.14 -0.58 -0.76
H -0.453 2.335 5.800 -0.14 -0.09 -0.14 0.41
H 0.380 2.652 4.295 0.24 0.07 0.14 -0.39
H -1.232 3.193 4.425 -0.27 0.26 0.44 0.38
H -0.320 4.630 6.531 -0.28 -0.09 -0.09 0.38
H 1.991 5.244 6.474 -0.03 0.20 -0.30 0.41
H 2.265 4.068 5.137 0.31 0.12 0.06 0.18
H 3.384 4.371 7.923 -0.25 0.02 0.28 0.30
H 3.924 3.237 6.757 0.02 -0.54 0.01 0.29
H 3.237 2.643 8.348 0.23 -0.12 -0.11 0.26
H -0.930 5.794 4.593 -0.07 -0.07 0.56 0.28
H 0.252 5.226 3.745 0.46 -0.02 0.12 0.24
C -3.120 -4.054 -3.003 1.43 0.57 -1.11 -1.29
C -1.953 -4.946 -2.508 -1.84 0.41 -0.56 0.44
C -0.660 -4.183 -2.258 -0.14 -1.03 0.82 -0.08
O -0.348 -3.306 -3.297 -0.24 0.14 -0.20 -0.42
C 0.959 -2.765 -3.209 -0.61 -0.34 0.08 -0.22
N -2.402 -5.711 -1.339 0.29 0.24 0.63 -0.82
H -4.008 -4.622 -3.280 -0.09 -0.12 0.44 0.45
H -2.776 -3.600 -3.942 -0.16 0.10 0.04 0.40
H -3.325 -3.208 -2.346 -0.23 -0.25 0.31 0.09
H -1.767 -5.663 -3.313 0.15 -0.01 0.00 0.33
H 0.074 -4.991 -2.129 0.47 0.25 -0.15 0.27
H -0.702 -3.691 -1.277 -0.12 0.39 -0.05 -0.27
H 1.102 -2.139 -4.087 0.11 -0.09 -0.06 0.30
H 1.667 -3.595 -3.188 0.32 0.23 0.03 0.38
H 1.063 -2.132 -2.321 0.06 -0.07 0.13 -0.18
H -3.354 -5.996 -1.548 0.13 -0.44 -0.20 0.34
H -2.599 -5.056 -0.568 0.40 -0.23 -0.50 0.35
O 0.115 1.121 -2.875 0.15 -0.07 0.11 -0.70
H 0.823 1.691 -3.200 -0.01 -0.09 0.01 0.33
H 0.451 0.766 -2.041 -0.03 -0.05 -0.09 0.21
O 5.753 0.484 2.825 -0.33 -0.11 0.18 -0.65
H 6.492 0.561 3.437 0.03 0.06 -0.13 0.27
H 4.963 0.480 3.388 -0.01 0.10 -0.12 0.33
O 4.825 1.910 0.457 -0.11 -0.17 -0.01 -0.67
H 5.001 1.334 1.220 0.47 0.02 -0.03 0.30
H 5.145 1.418 -0.306 0.06 0.02 0.02 0.26
O -0.913 -1.141 3.514 -0.07 -0.15 -0.08 -0.77
H -1.838 -0.980 3.258 0.32 0.29 -0.01 0.47
H -0.436 -1.160 2.675 0.06 -0.03 -0.03 0.13
O 4.707 4.606 1.455 0.03 -0.11 -0.05 -0.63
H 4.859 3.743 1.036 -0.01 0.11 -0.01 0.38
H 5.173 5.236 0.897 -0.03 0.00 0.05 0.31
```
Forces are in eV/Å.

Results
net charge: 0
DFT total energy: -2405.005148 Eh
energy relative to the best compared isomer or geometry (same formula, charge and spin): 0.397 eV
F_max: 2.36 eV Å⁻¹
E_LUMO: 0.214 eV
gap between HOMO and LUMO: 9.02 eV
SMILES string: COC[C@H](C)N.COC[C@H](C)N.COC[C@H](C)N.COC[C@H](C)N.COC[C@H](C)N.COC[C@H](C)N.COC[C@H](C)N.O.O.O.O.O